Entry 1:
{
  "formula": "C6H10",
  "method": "ωB97M-V with the def2-TZVPD basis set",
  "species": ["C", "C", "C", "C", "C", "C", "H", "H", "H", "H", "H", "H", "H", "H", "H", "H"],
  "xyz": [[-1.841, -0.064, 0.884], [-1.847, 0.286, -0.595], [-0.519, 0.254, -1.267], [0.748, 0.082, -0.783], [1.344, -0.702, 0.241], [2.700, -0.330, 0.757], [-1.352, -1.026, 1.043], [-2.866, -0.108, 1.263], [-1.293, 0.688, 1.463], [-2.244, 1.307, -0.749], [-2.531, -0.359, -1.161], [-0.551, 0.564, -2.317], [1.327, 0.754, -1.423], [3.249, -1.204, 1.135], [3.381, 0.258, 0.117], [2.504, 0.289, 1.652]],
  "fmax_ev_per_a": 1.22,
  "e_tot_ha": -234.4483,
  "homo_lumo_gap_ev": [7.03, 7.44],
  "spin_multiplicity": 1
}

---

Entry 2:
{
  "formula": "C8H12N2",
  "method": "ωB97M-V with the def2-TZVPD basis set",
  "species": ["C", "C", "C", "C", "C", "C", "C", "C", "N", "N", "H", "H", "H", "H", "H", "H", "H", "H", "H", "H", "H", "H"],
  "xyz": [[1.062, 1.347, -0.764], [-0.106, -1.708, -0.321], [-1.021, -0.846, -1.209], [1.304, -1.130, -0.188], [-1.960, 0.050, -0.406], [1.254, 0.318, 0.144], [-1.457, 1.157, 0.398], [1.884, 0.679, 1.413], [0.838, 2.069, -1.635], [-1.905, 2.017, 1.114], [-0.537, -1.941, 0.696], [0.025, -2.638, -0.795], [-0.385, -0.068, -1.831], [-1.818, -1.349, -1.805], [1.654, -1.723, 0.620], [1.843, -1.256, -1.132], [-2.612, 0.592, -1.024], [-2.750, -0.527, 0.128], [2.889, 0.870, 1.065], [1.689, -0.303, 2.068], [1.454, 1.672, 1.879], [-1.347, 2.717, 1.585]],
  "fmax_ev_per_a": 3.01,
  "e_tot_ha": -421.3583,
  "homo_lumo_gap_ev": [8.37, 6.54],
  "spin_multiplicity": 1
}

---

Entry 3:
{
  "formula": "C8H11BrO2S",
  "method": "ωB97M-V with the def2-TZVPD basis set",
  "species": ["C", "S", "O", "O", "C", "C", "C", "C", "C", "C", "C", "Br", "H", "H", "H", "H", "H", "H", "H", "H", "H", "H", "H"],
  "xyz": [[-1.020, 3.075, 0.221], [-1.928, 1.663, -0.127], [-2.707, 1.465, 1.086], [-2.543, 1.978, -1.384], [-0.584, 0.244, -0.211], [0.513, 0.570, -0.989], [1.670, -0.385, -0.853], [1.867, -0.991, 0.512], [1.125, -2.346, 0.589], [-0.379, -2.185, 0.434], [-1.024, -1.026, 0.126], [-3.033, -1.405, 0.189], [-1.630, 3.875, -0.137], [-1.158, 3.020, 1.218], [-0.100, 2.833, -0.242], [0.724, 1.453, -1.609], [2.602, 0.016, -1.296], [1.488, -1.259, -1.497], [1.334, -0.502, 1.301], [2.917, -1.147, 0.755], [1.430, -3.123, -0.101], [1.318, -2.599, 1.647], [-0.882, -3.223, 0.368]],
  "fmax_ev_per_a": 5.78,
  "smiles": "CS(=O)(=O)C1=CCCCC=C1Br",
  "e_tot_ha": -3433.9702,
  "homo_lumo_gap_ev": [8.43, 8.43],
  "spin_multiplicity": 1
}

---

Entry 4:
{
  "formula": "CH3NO",
  "method": "ωB97M-V with the def2-TZVPD basis set",
  "species": ["N", "C", "O", "H", "H", "H"],
  "xyz": [[0.564, -0.417, 0.199], [-0.552, 0.307, 0.003], [-1.795, -0.035, 0.115], [1.491, 0.062, 0.117], [0.663, -1.387, -0.149], [-0.370, 1.470, -0.286]],
  "fmax_ev_per_a": 5.79,
  "smiles": "NC=O",
  "e_tot_ha": -169.8813,
  "homo_lumo_gap_ev": 10.72,
  "spin_multiplicity": 1
}

---

Entry 5:
{
  "formula": "C7H18NO3S",
  "method": "ωB97M-V with the def2-TZVPD basis set",
  "species": ["C", "C", "C", "C", "O", "N", "C", "S", "H", "H", "H", "H", "H", "H", "H", "H", "H", "H", "H", "H", "H", "H", "O", "C", "C", "O", "H", "H", "H", "H"],
  "xyz": [[2.267, -0.718, -0.824], [1.516, -1.804, -0.066], [0.674, -2.756, -0.928], [-0.280, -2.189, -1.968], [-1.590, -1.833, -1.501], [-1.579, -0.814, -0.527], [-1.208, 0.509, -1.014], [-3.531, -0.613, 0.262], [1.643, -0.142, -1.499], [3.123, -1.128, -1.360], [2.667, 0.002, -0.112], [2.263, -2.423, 0.434], [0.939, -1.346, 0.736], [1.382, -3.372, -1.489], [0.119, -3.445, -0.287], [0.176, -1.368, -2.522], [-0.503, -2.959, -2.705], [-1.002, -1.084, 0.264], [-0.757, 1.053, -0.187], [-2.106, 1.034, -1.335], [-0.512, 0.471, -1.846], [-3.461, -1.840, 0.775], [-0.036, 2.848, 0.487], [-0.098, 3.716, 1.454], [0.041, 2.984, 2.991], [-0.039, 3.807, 3.975], [-1.054, 4.274, 1.543], [0.710, 4.477, 1.470], [1.013, 2.440, 2.871], [-0.774, 2.218, 2.906]],
  "fmax_ev_per_a": 1.94,
  "e_tot_ha": -955.8952,
  "homo_lumo_gap_ev": 2.60,
  "charge": -1,
  "spin_multiplicity": 1
}

---

Entry 6:
{
  "formula": "C3H8N2",
  "method": "ωB97M-V with the def2-TZVPD basis set",
  "species": ["C", "N", "N", "C", "C", "H", "H", "H", "H", "H", "H", "H", "H"],
  "xyz": [[-1.341, -0.944, -1.114], [-0.625, 0.121, -1.167], [0.071, 0.351, 0.037], [0.146, -0.681, 1.033], [0.948, 1.474, -0.102], [-1.618, -1.550, -0.128], [-1.856, -1.224, -2.054], [0.959, -0.518, 1.807], [0.551, -1.594, 0.519], [-0.863, -0.901, 1.515], [0.420, 2.496, 0.420], [2.040, 1.243, 0.475], [1.168, 1.727, -1.241]],
  "fmax_ev_per_a": 3.48,
  "smiles": "C=NN(C)C",
  "e_tot_ha": -228.4984,
  "homo_lumo_gap_ev": 9.11,
  "spin_multiplicity": 1
}